# 1
{"formula": "CH5BrN2", "method": "ωB97M-V with the def2-TZVPD basis set", "lumo_ev": -0.040, "fmax_ev_per_a": 6.2, "molar_mass_g_mol": 124.97, "gap_ev": 9.300, "relative_energy_kj_mol": 179.8, "e_tot_ev": -74137.096, "symbols": ["C", "N", "N", "Br", "H", "H", "H", "H", "H"], "positions_angstrom": [[0.0596, -0.9850, 0.1928], [-0.1326, 1.5244, -0.2053], [-0.5218, -0.1574, -0.7321], [-2.4393, -0.4494, -0.8578], [-0.1038, -1.9752, -0.1613], [1.2363, -0.7992, 0.2748], [-0.4197, -0.7392, 1.1973], [-0.8460, 2.2059, -0.5140], [-0.0336, 1.4376, 0.8344]], "atomic_forces_ev_per_a": [[2.2, 0.6, 3.5], [-0.1, -3.4, -0.3], [-0.5, 5.7, -2.2], [0.9, 0.3, 0.4], [-0.1, -1.0, 0.2], [-2.5, -0.2, -0.4], [0.9, -1.1, -0.6], [0.1, -1.1, 0.4], [-0.8, 0.2, -1.2]]}

# 2
{"formula": "CH5CaN4OS5Sb", "method": "ωB97M-V with the def2-TZVPD basis set", "lumo_ev": [2.131, 0.839], "fmax_ev_per_a": 3.1, "molar_mass_g_mol": 411.25, "gap_ev": [6.830, 5.676], "multiplicity": 2, "e_tot_ev": -88282.556, "s_squared": 0.7683, "total_charge": -1, "symbols": ["Ca", "S", "Sb", "S", "S", "N", "N", "C", "N", "S", "H", "H", "H", "H", "H", "O", "S", "N"], "positions_angstrom": [[1.3510, -0.5516, -0.1872], [3.9071, 3.4636, -2.6195], [2.6205, 2.7492, -0.7982], [3.6676, 1.0535, 0.6396], [0.7980, 1.3402, -1.9177], [-1.1392, -0.9449, -0.3158], [-1.4795, 0.3022, 0.3340], [-1.0534, 0.5047, 1.5938], [-1.6395, 1.4490, 2.2872], [0.0467, -0.5144, 2.4436], [-1.7284, -1.0970, -1.1879], [-1.5101, -1.7099, 0.2275], [-1.5344, 1.0650, -0.3250], [-1.9723, 2.2566, 1.7605], [-1.2266, 1.6451, 3.1801], [-0.7425, -4.1932, -2.3757], [0.3048, -3.9326, -1.3763], [1.3302, -2.8858, -1.3630]], "atomic_forces_ev_per_a": [[0.9, -0.9, -0.5], [-0.3, -0.1, 0.8], [-0.1, -1.6, -0.9], [-1.0, 0.6, -0.8], [0.6, 1.2, 0.7], [-0.6, -0.1, -1.3], [-0.5, -1.0, -0.4], [1.2, -2.8, 0.4], [-0.8, 2.6, 0.0], [-0.7, 0.2, -0.8], [1.2, 1.1, 1.0], [0.1, -0.1, 0.9], [0.1, 0.3, -0.1], [-0.2, -0.2, 0.4], [0.2, 0.1, 0.1], [0.1, 0.7, -0.5], [0.4, -0.8, 1.1], [-0.5, 0.9, 0.0]]}

# 3
{"formula": "CH5ClNOS2", "method": "ωB97M-V with the def2-TZVPD basis set", "lumo_ev": -4.082, "fmax_ev_per_a": 3.7, "molar_mass_g_mol": 146.64, "gap_ev": 9.832, "relative_energy_kj_mol": 77.4, "e_tot_ev": -38840.362, "total_charge": 1, "symbols": ["N", "C", "O", "S", "S", "Cl", "H", "H", "H", "H", "H"], "positions_angstrom": [[-0.3674, 0.9876, 0.7150], [-0.0507, -0.2389, -0.1974], [0.1541, 0.2136, -1.3912], [-1.4557, -1.4564, 0.0340], [1.4810, -0.9380, 0.6277], [2.7907, 0.5775, 0.3549], [0.5215, 1.3123, 0.4824], [-0.7321, 0.6334, 1.6345], [-1.0528, 1.6737, 0.4097], [-0.3587, -0.1908, -2.1066], [-0.9300, -2.5740, -0.5630]], "atomic_forces_ev_per_a": [[-3.0, -1.9, 0.0], [-1.1, -2.7, 2.1], [0.5, 1.2, -2.4], [0.6, 0.2, -0.1], [-0.7, -0.3, -0.2], [-0.2, 0.0, -0.2], [2.5, 2.2, 1.6], [1.7, 0.6, -0.5], [-0.3, -0.1, -0.8], [-0.1, 0.0, 0.2], [0.1, 0.8, 0.3]]}

# 4
{"formula": "CH5ClNP", "method": "ωB97M-V with the def2-TZVPD basis set", "lumo_ev": -0.352, "fmax_ev_per_a": 3.0, "molar_mass_g_mol": 97.48, "gap_ev": 8.928, "relative_energy_kj_mol": 182.1, "e_tot_ev": -24418.508, "symbols": ["H", "N", "P", "C", "H", "H", "H", "Cl", "H"], "positions_angstrom": [[0.3269, -2.4763, 0.3650], [0.1423, -1.4424, 0.1390], [-1.2836, -0.8942, -0.0543], [-0.8716, 0.8974, -0.4542], [-1.7529, 1.4056, -0.7482], [-0.0882, 1.0098, -1.1796], [-0.7177, 1.4693, 0.4834], [3.1558, -0.7417, 0.1992], [2.1012, -1.1468, -0.4973]], "atomic_forces_ev_per_a": [[-0.9, 2.0, -0.3], [1.6, -2.5, 0.2], [-0.4, 1.2, -0.1], [-0.6, -0.5, 1.5], [-1.1, 0.3, -1.1], [0.5, 0.1, -0.1], [0.8, -0.6, -0.2], [-0.4, -0.3, -0.7], [0.6, 0.5, 0.8]]}

# 5
{"formula": "CH5ClO", "method": "ωB97M-V with the def2-TZVPD basis set", "lumo_ev": 0.904, "fmax_ev_per_a": 1.2, "molar_mass_g_mol": 68.50, "gap_ev": 11.656, "relative_energy_kj_mol": 0.0, "e_tot_ev": -15687.850, "symbols": ["C", "Cl", "H", "H", "H", "O", "H", "H"], "positions_angstrom": [[0.0000, 0.0000, 0.0000], [0.9298, -0.6628, 1.3676], [-0.3709, 1.0214, 0.1889], [-0.8638, -0.6571, -0.1969], [0.6399, 0.0186, -0.8982], [-2.1496, -1.3533, 4.7185], [-1.3381, -0.8508, 4.9573], [-2.3608, -1.8800, 5.5223]], "atomic_forces_ev_per_a": [[-0.4, 0.1, -0.8], [-0.1, 0.2, -0.1], [0.3, -0.5, 0.2], [0.5, 0.3, 0.2], [-0.2, 0.0, 0.5], [0.6, 0.0, 1.1], [-0.9, -0.6, -0.3], [0.3, 0.6, -0.9]]}

# 6
{"formula": "CH5ClO4Sn", "method": "ωB97M-V with the def2-TZVPD basis set", "lumo_ev": [-3.685, -3.677], "fmax_ev_per_a": 3.8, "molar_mass_g_mol": 235.21, "gap_ev": [6.767, 6.776], "relative_energy_kj_mol": 31.2, "e_tot_ev": -27651.217, "symbols": ["Sn", "C", "H", "H", "H", "H", "H", "O", "Cl", "O", "O", "O"], "positions_angstrom": [[-0.6079, 0.5174, 1.7361], [-0.9222, 1.2053, -0.3798], [-2.0034, 1.0398, -0.4890], [-0.6830, 2.2697, -0.4443], [-0.3502, 0.6065, -1.0897], [0.6103, 2.1369, -2.7842], [0.7363, 1.4325, -2.4973], [1.0840, -3.0131, -0.3256], [0.9348, -2.4601, 1.0140], [0.5186, -3.4828, 1.9623], [1.0306, 1.2021, 2.3908], [-0.3480, -1.4542, 0.9067]], "atomic_forces_ev_per_a": [[3.2, -0.3, -1.9], [-1.6, 0.2, 0.6], [0.4, 0.2, -0.4], [0.0, -0.3, 0.3], [0.0, -0.2, 0.8], [0.2, -0.9, 0.3], [0.0, 1.0, -0.5], [-0.4, 0.6, 0.8], [0.1, -0.8, 0.2], [0.1, 0.7, -0.5], [-1.8, -0.7, 0.1], [-0.2, 0.6, 0.4]]}

Copy entry 3 word for word.
{"formula": "CH5ClNOS2", "method": "ωB97M-V with the def2-TZVPD basis set", "lumo_ev": -4.082, "fmax_ev_per_a": 3.7, "molar_mass_g_mol": 146.64, "gap_ev": 9.832, "relative_energy_kj_mol": 77.4, "e_tot_ev": -38840.362, "total_charge": 1, "symbols": ["N", "C", "O", "S", "S", "Cl", "H", "H", "H", "H", "H"], "positions_angstrom": [[-0.3674, 0.9876, 0.7150], [-0.0507, -0.2389, -0.1974], [0.1541, 0.2136, -1.3912], [-1.4557, -1.4564, 0.0340], [1.4810, -0.9380, 0.6277], [2.7907, 0.5775, 0.3549], [0.5215, 1.3123, 0.4824], [-0.7321, 0.6334, 1.6345], [-1.0528, 1.6737, 0.4097], [-0.3587, -0.1908, -2.1066], [-0.9300, -2.5740, -0.5630]], "atomic_forces_ev_per_a": [[-3.0, -1.9, 0.0], [-1.1, -2.7, 2.1], [0.5, 1.2, -2.4], [0.6, 0.2, -0.1], [-0.7, -0.3, -0.2], [-0.2, 0.0, -0.2], [2.5, 2.2, 1.6], [1.7, 0.6, -0.5], [-0.3, -0.1, -0.8], [-0.1, 0.0, 0.2], [0.1, 0.8, 0.3]]}